Here is C38H32HgN3P2 as an isolated structure in a non-equilibrium geometry from OMol25. Energies are from wB97M-V/def2-TZVPD.

The geometry in XYZ format:
```
76
Properties=species:S:1:pos:R:3:forces:R:3
Hg -0.3068 0.2696 -1.5920 0.10 0.25 -0.33
N -1.1016 -0.9999 2.0779 -0.21 0.48 -0.61
P 0.1572 0.1334 2.3793 -0.29 0.18 0.88
C 0.0552 0.0348 4.2161 0.35 0.13 -0.16
C -1.1382 0.2568 4.8930 0.03 -0.02 0.02
C -1.2004 0.1002 6.2635 -0.16 0.01 0.09
C -0.0715 -0.2795 6.9739 0.13 -0.08 0.02
C 1.1188 -0.5107 6.3035 0.05 -0.05 0.30
C 1.1816 -0.3534 4.9295 -0.02 0.09 -0.15
C -0.7548 1.7159 2.1904 0.15 -0.13 -0.17
C -0.3962 2.8263 2.9505 0.06 -0.05 -0.10
C -1.0443 4.0327 2.7621 0.05 0.15 0.08
C -2.0464 4.1483 1.8108 -0.07 0.12 -0.12
C -2.3906 3.0572 1.0325 -0.11 0.15 0.05
C -1.7413 1.8522 1.2218 0.04 -0.18 0.01
P -0.8122 -2.0430 0.7347 0.18 -0.85 -0.09
C 0.6669 -2.8780 1.4106 -0.07 0.02 -0.04
C 1.5793 -3.3926 0.5000 -0.06 0.04 0.05
C 2.6964 -4.0755 0.9452 0.10 -0.19 0.02
C 2.9024 -4.2482 2.3053 0.14 0.00 -0.07
C 2.0033 -3.7156 3.2159 0.03 -0.04 0.19
C 0.8809 -3.0390 2.7738 0.11 -0.12 -0.04
C -1.9986 -3.3774 1.1793 -0.02 0.12 -0.15
C -2.1825 -4.3979 0.2512 -0.01 0.12 0.00
C -3.0496 -5.4421 0.5167 0.00 -0.15 -0.06
C -3.7517 -5.4711 1.7116 -0.07 -0.02 0.02
C -3.5702 -4.4597 2.6407 -0.11 -0.15 0.07
C -2.6951 -3.4207 2.3794 0.00 0.08 -0.01
H -2.0196 -0.5666 1.9976 0.03 -0.08 0.17
H -2.0199 0.5541 4.3419 -0.10 0.04 -0.02
H -2.1326 0.2675 6.7844 -0.07 0.03 0.04
H -0.1241 -0.4053 8.0466 0.01 0.00 0.04
H 1.9956 -0.8235 6.8552 0.04 0.01 0.01
H 2.1045 -0.5459 4.3966 0.05 -0.01 -0.01
H 0.3956 2.7404 3.6832 -0.01 0.02 0.11
H -0.7731 4.8906 3.3628 0.03 0.03 0.02
H -2.5439 5.0951 1.6636 -0.07 0.09 0.02
H -3.1699 3.1372 0.2855 0.02 0.04 -0.05
H -2.0004 1.0088 0.5968 0.00 0.04 0.06
H 1.4086 -3.2288 -0.5558 0.05 -0.02 -0.07
H 3.4152 -4.4690 0.2392 0.01 -0.03 -0.04
H 3.7685 -4.7963 2.6503 0.06 0.02 0.04
H 2.1746 -3.8299 4.2785 0.01 -0.04 0.04
H 0.1750 -2.6381 3.4878 -0.06 -0.02 0.01
H -1.6377 -4.3611 -0.6838 0.01 -0.04 -0.10
H -3.1809 -6.2387 -0.2040 0.00 0.01 -0.04
H -4.4449 -6.2753 1.9144 -0.01 -0.06 0.02
H -4.1089 -4.4888 3.5778 -0.04 0.02 0.06
H -2.5485 -2.6424 3.1136 0.03 0.07 0.08
N -4.1234 -0.0336 -0.9966 -0.49 0.22 -0.20
C -3.0841 -0.4737 -0.7321 -0.12 -0.27 0.19
H -5.0028 0.3621 -1.2528 0.02 -0.03 -0.02
N 1.9999 -0.5700 -0.3828 -0.56 -0.50 0.07
C 3.0654 0.0584 -0.4209 1.03 0.69 -0.14
C 3.1406 1.5348 -0.6089 -0.48 0.26 0.12
C 4.0157 2.0991 -1.5280 0.03 -0.06 0.01
C 4.0133 3.4683 -1.7283 0.06 0.06 -0.05
C 3.1582 4.2832 -1.0043 -0.07 0.02 -0.03
C 2.2942 3.7212 -0.0804 -0.10 0.07 0.11
C 2.2782 2.3517 0.1140 0.07 -0.06 0.04
C 4.3752 -0.6443 -0.3313 -0.09 -0.47 -0.02
C 4.5502 -1.8187 -1.0515 0.08 0.08 -0.01
C 5.7686 -2.4711 -1.0226 0.02 -0.13 -0.03
C 6.8033 -1.9748 -0.2469 0.05 -0.09 -0.03
C 6.6163 -0.8188 0.4913 0.06 0.07 0.11
C 5.4079 -0.1473 0.4506 -0.06 -0.03 -0.07
H 4.6886 1.4702 -2.0930 0.05 -0.07 -0.04
H 4.6784 3.9077 -2.4552 0.11 0.01 -0.09
H 3.1566 5.3516 -1.1702 0.02 0.04 0.01
H 1.6212 4.3448 0.4902 -0.06 0.06 0.05
H 1.6212 1.9047 0.8472 -0.05 0.01 -0.07
H 3.7305 -2.1969 -1.6429 -0.07 -0.03 -0.09
H 5.9090 -3.3656 -1.6110 0.03 -0.11 -0.02
H 7.7521 -2.4926 -0.2140 0.05 0.01 -0.02
H 7.4167 -0.4306 1.0998 0.13 0.03 0.10
H 5.2604 0.7527 1.0273 0.00 0.15 0.03
```
Positions in Å, forces in eV/Å.

Values from the calculation:
Molecular weight: 793.23 g mol⁻¹
Maximum force: 1.25 eV/Å
Frontier orbital gap (spin up / spin down): 7.91 / 6.88 eV
Multiplicity: 2

Quick look at the Mulliken charges, all values in e: atom 1 (Hg): 0.02, atom 2 (N): -0.15, atom 3 (P): 1.27, atom 4 (C): 0.07, atom 5 (C): -0.51, atom 6 (C): -0.69, atom 7 (C): -0.48, atom 8 (C): -0.63, atom 9 (C): -0.37, atom 10 (C): 0.19, atom 11 (C): -0.35, atom 12 (C): -0.66, atom 13 (C): -0.53, atom 14 (C): -0.61, atom 15 (C): 0.25, atom 16 (P): -0.35, atom 17 (C): 1.02, atom 18 (C): -0.65, atom 19 (C): -0.39, atom 20 (C): -0.71, atom 21 (C): -0.75, atom 22 (C): -0.42, atom 23 (C): 0.57, atom 24 (C): -0.57, atom 25 (C): -0.59, atom 26 (C): -0.48, atom 27 (C): -0.68, atom 28 (C): -0.30, atom 29 (H): 0.53, atom 30 (H): 0.32, atom 31 (H): 0.41, atom 32 (H): 0.38, atom 33 (H): 0.42, atom 34 (H): 0.40, atom 35 (H): 0.42, atom 36 (H): 0.41, atom 37 (H): 0.39, atom 38 (H): 0.43, atom 39 (H): -0.65, atom 40 (H): 0.36, atom 41 (H): 0.42, atom 42 (H): 0.40, atom 43 (H): 0.45, atom 44 (H): 0.55, atom 45 (H): 0.37, atom 46 (H): 0.40, atom 47 (H): 0.37, atom 48 (H): 0.41, atom 49 (H): 0.38, atom 50 (N): -0.11, atom 51 (C): -0.14, atom 52 (H): 0.24, atom 53 (N): -0.05, atom 54 (C): 0.03, atom 55 (C): -0.34, atom 56 (C): -0.26, atom 57 (C): -0.72, atom 58 (C): -0.43, atom 59 (C): -0.74, atom 60 (C): 0.20, atom 61 (C): 0.38, atom 62 (C): -0.47, atom 63 (C): -0.70, atom 64 (C): -0.41, atom 65 (C): -0.66, atom 66 (C): -0.31, atom 67 (H): 0.50, atom 68 (H): 0.39, atom 69 (H): 0.40, atom 70 (H): 0.47, atom 71 (H): 0.42, atom 72 (H): 0.45, atom 73 (H): 0.45, atom 74 (H): 0.41, atom 75 (H): 0.41, atom 76 (H): 0.49

***

Here is C22H33N5S2Ti as an isolated structure from OMol25. Energies are from wB97M-V/def2-TZVPD.

The geometry in XYZ format:
```
63
Properties=species:S:1:pos:R:3:forces:R:3
Ti -0.0103 -0.1848 -0.0308 -0.67 -0.37 -0.02
C 2.2934 -2.2839 1.4843 0.09 -0.05 -0.03
N 1.3754 -1.1597 1.7845 -0.01 -0.01 -0.01
C 2.2015 -0.0172 2.1954 -0.04 0.16 0.06
C 1.4402 1.3089 2.3491 0.14 -0.21 0.05
N 0.1331 1.3478 1.6526 -0.09 0.26 0.32
C -0.9414 1.1533 2.6834 -0.14 0.11 0.27
C -0.1267 2.6459 1.0207 -0.17 0.23 -0.14
C 0.5068 3.8243 1.3983 0.07 -0.05 0.08
C 0.1944 5.0236 0.7748 0.00 0.06 0.01
C -0.7797 5.0599 -0.2109 0.00 -0.01 -0.02
C -1.4542 3.9005 -0.5556 0.06 -0.03 0.07
C -1.1445 2.6862 0.0583 0.00 0.06 0.01
S -2.0133 1.2128 -0.3295 -0.04 0.15 0.10
C 0.4834 -1.6740 2.8337 -0.17 -0.18 0.02
C 0.9144 -1.8305 4.1456 0.13 0.12 -0.04
C 0.0958 -2.4238 5.0909 -0.03 -0.02 0.07
C -1.1557 -2.8944 4.7171 0.01 0.02 -0.01
C -1.5887 -2.7429 3.4127 0.03 0.02 -0.04
C -0.7823 -2.1256 2.4537 0.12 0.06 0.13
S -1.4188 -1.8712 0.8397 -0.22 -0.34 0.00
H 2.9154 -2.5185 2.3522 -0.02 0.03 0.02
H 2.9570 -2.0425 0.6523 -0.06 0.00 0.04
H 1.7132 -3.1789 1.2582 -0.02 0.01 0.00
H 2.9713 0.0959 1.4298 -0.02 -0.03 0.01
H 2.7394 -0.2181 3.1258 0.05 -0.03 -0.04
H 2.0905 2.0850 1.9528 -0.01 0.02 0.01
H 1.2904 1.5328 3.4064 -0.01 0.04 -0.01
H -0.9753 2.0293 3.3376 0.10 0.02 -0.05
H -0.7326 0.2768 3.2861 0.05 -0.01 -0.04
H -1.9052 1.0279 2.2056 -0.02 0.01 -0.11
H 1.2324 3.8389 2.2009 0.01 -0.01 -0.03
H 0.7017 5.9288 1.0794 0.01 -0.01 -0.02
H -1.0207 5.9924 -0.7040 -0.02 0.00 0.02
H -2.2379 3.9154 -1.3019 0.01 0.01 -0.01
H 1.8944 -1.4852 4.4534 0.00 -0.03 -0.03
H 0.4382 -2.5230 6.1120 0.00 -0.01 -0.01
H -1.7966 -3.3737 5.4452 0.00 0.01 0.00
H -2.5681 -3.0899 3.1100 -0.01 0.00 0.03
C -0.6268 -1.4375 -3.0329 0.19 -0.15 0.05
C -0.0516 -2.5056 -2.0884 -0.13 0.10 -0.25
N 0.9198 -1.8618 -1.1820 0.33 -0.60 0.06
C 2.1828 -1.5308 -1.8698 0.11 0.27 -0.09
C 2.7740 -0.1952 -1.3917 -0.01 -0.22 -0.12
N 1.7280 0.7693 -0.9928 0.50 0.42 -0.13
C 1.2515 1.6201 -2.1100 -0.12 0.00 -0.25
C 0.4568 0.7959 -3.1158 0.21 0.12 0.16
N -0.4561 -0.1168 -2.4100 -0.16 -0.08 -0.18
H -0.1276 -1.4673 -4.0033 -0.02 0.04 0.00
H -1.6797 -1.6452 -3.2173 -0.01 0.04 0.02
H -0.8401 -2.9238 -1.4705 0.01 -0.04 0.06
H 0.4065 -3.3200 -2.6568 0.05 0.00 0.05
H 1.0978 -2.5318 -0.4423 0.02 -0.01 -0.08
H 2.9259 -2.3198 -1.7374 -0.02 -0.03 0.00
H 1.9889 -1.4769 -2.9386 -0.03 -0.05 0.01
H 3.4267 -0.3645 -0.5364 -0.04 0.05 0.01
H 3.3958 0.2228 -2.1887 0.05 0.01 0.04
H 2.1393 1.4068 -0.3154 0.04 0.01 -0.03
H 0.6106 2.3895 -1.6855 0.02 0.07 0.09
H 2.0890 2.1145 -2.6125 0.01 -0.01 0.04
H -0.0730 1.4782 -3.7837 -0.04 -0.04 -0.01
H 1.1369 0.2167 -3.7393 -0.04 -0.03 -0.01
H -1.3531 0.3403 -2.2973 -0.03 0.07 -0.11
```
Positions in Å, forces in eV/Å.

Values from the calculation:
Net charge: +1
Molecular weight: 479.54 g mol⁻¹
Maximum force: 0.77 eV/Å
Frontier orbital gap (spin up / spin down): 7.76 / 7.83 eV
Multiplicity: 2

Quick look at the Mulliken charges, all values in e: atom 1 (Ti): 0.43, atom 2 (C): -1.71, atom 3 (N): 1.38, atom 4 (C): -1.42, atom 5 (C): -1.25, atom 6 (N): 1.66, atom 7 (C): -1.55, atom 8 (C): 0.03, atom 9 (C): -0.45, atom 10 (C): -0.93, atom 11 (C): -0.72, atom 12 (C): -0.57, atom 13 (C): 0.40, atom 14 (S): -0.57, atom 15 (C): -1.20, atom 16 (C): -0.35, atom 17 (C): -1.03, atom 18 (C): -0.61, atom 19 (C): -0.99, atom 20 (C): 1.67, atom 21 (S): -0.57, atom 22 (H): 0.40, atom 23 (H): 0.40, atom 24 (H): 0.52, atom 25 (H): 0.66, atom 26 (H): 0.69, atom 27 (H): 0.58, atom 28 (H): 0.42, atom 29 (H): 0.37, atom 30 (H): 0.50, atom 31 (H): 0.32, atom 32 (H): 0.50, atom 33 (H): 0.43, atom 34 (H): 0.42, atom 35 (H): 0.47, atom 36 (H): 0.35, atom 37 (H): 0.43, atom 38 (H): 0.41, atom 39 (H): 0.49, atom 40 (C): -0.95, atom 41 (C): -0.62, atom 42 (N): -0.30, atom 43 (C): -0.78, atom 44 (C): -0.96, atom 45 (N): -0.10, atom 46 (C): -0.38, atom 47 (C): -1.02, atom 48 (N): -0.12, atom 49 (H): 0.42, atom 50 (H): 0.46, atom 51 (H): 0.31, atom 52 (H): 0.49, atom 53 (H): 0.30, atom 54 (H): 0.55, atom 55 (H): 0.45, atom 56 (H): 0.44, atom 57 (H): 0.51, atom 58 (H): 0.41, atom 59 (H): -0.05, atom 60 (H): 0.54, atom 61 (H): 0.57, atom 62 (H): 0.36, atom 63 (H): 0.45